Entry 1:
The following is a quantum chemistry calculation of 6 unconnected molecules or ions with the total composition C37H50O13 at a distorted geometry, from the OMol25 dataset.

The geometry in XYZ format:
```
100
C37H50O13 | the OMol25 dataset | ωB97M-V/def2-TZVPD
C 1.9531 -2.6483 0.9207
C 2.3393 -1.2840 0.3151
C 3.0463 -1.5620 -1.0332
C 1.1667 -0.3061 0.1094
C 0.0616 -0.3799 1.1581
C 0.5403 -0.1678 2.6110
C -1.0976 0.5602 0.8676
O -2.2153 0.3029 1.7609
C -3.2043 -0.3931 1.1134
C -4.2897 0.2681 0.6253
C -5.2921 -0.3646 -0.0580
C -5.1822 -1.7130 -0.2502
C -4.1019 -2.3885 0.2686
C -3.1083 -1.7578 0.9558
C -4.0406 -3.8732 0.0203
O -3.6377 -4.6763 0.8414
C -4.5704 -4.2781 -1.3198
C -5.6103 -3.6295 -1.8206
C -6.2016 -2.5049 -1.0240
O -7.3987 -2.2729 -0.9740
H 2.8789 -3.1380 1.2377
H 1.5224 -3.2726 0.1330
H 1.3312 -2.5829 1.8109
H 3.1065 -0.8339 0.9515
H 2.3175 -1.7426 -1.8260
H 3.7823 -0.7966 -1.2818
H 3.6002 -2.4984 -0.9084
H 0.7599 -0.4772 -0.8960
H 1.5674 0.7153 0.1032
H -0.3516 -1.3910 1.1184
H -0.0646 -0.8176 3.2505
H 1.5714 -0.4820 2.7673
H 0.3599 0.8458 2.9699
H -1.4458 0.4322 -0.1623
H -0.7947 1.6048 0.9741
H -4.3320 1.3426 0.7645
H -6.1398 0.1715 -0.4603
H -2.2960 -2.3583 1.3397
H -4.1076 -5.0741 -1.8996
H -6.0216 -3.8513 -2.7977
O 2.4156 2.4514 -0.5520
C 2.8587 2.5420 -1.6610
C 2.0473 2.5444 -2.9401
C 3.1076 2.2834 -4.0005
C 4.3465 2.8865 -3.3616
O 4.1775 2.7002 -1.9424
H 1.5830 3.5248 -3.0585
H 1.2894 1.7657 -2.9177
H 2.8757 2.7090 -4.9749
H 3.2426 1.2078 -4.1276
H 4.4394 3.9564 -3.5598
H 5.2591 2.3885 -3.6805
O 4.3658 7.8413 -0.3066
C 4.2356 7.0616 0.5966
C 4.3515 5.5562 0.5202
C 3.7121 5.1159 1.8301
C 4.0002 6.2986 2.7390
O 3.9968 7.4490 1.8701
H 5.4016 5.2856 0.4727
H 3.8138 5.1642 -0.3397
H 4.0992 4.1737 2.2127
H 2.6350 5.0055 1.6912
H 4.9793 6.2268 3.2131
H 3.2427 6.4279 3.5096
O 7.1190 5.6654 1.7658
C 7.9023 6.5126 1.4367
C 7.5932 7.8237 0.7429
C 8.9690 8.2576 0.2468
C 9.8913 7.6283 1.2786
O 9.2272 6.4205 1.6901
H 7.1817 8.5200 1.4756
H 6.8894 7.6773 -0.0708
H 9.0905 9.3358 0.1627
H 9.1589 7.8209 -0.7351
H 10.0287 8.2634 2.1565
H 10.8678 7.3794 0.8695
O -2.2243 -5.7182 -2.8863
C -1.7872 -6.8093 -2.6557
C -2.0890 -7.6687 -1.4441
C -0.9782 -8.7126 -1.5044
C -0.6971 -8.7893 -2.9971
O -0.9599 -7.4663 -3.4987
H -3.0777 -8.1139 -1.5670
H -2.0528 -7.0785 -0.5321
H -1.2467 -9.6725 -1.0676
H -0.0967 -8.3403 -0.9801
H -1.3585 -9.4911 -3.5098
H 0.3343 -9.0569 -3.2142
O -11.6400 -4.2785 3.6170
C -10.9567 -3.7370 2.7991
C -10.1362 -4.4023 1.7106
C -9.2057 -3.2767 1.2686
C -10.0412 -2.0425 1.5585
O -10.8447 -2.3888 2.7023
H -10.8066 -4.7173 0.9094
H -9.5921 -5.2561 2.1046
H -8.8884 -3.3450 0.2353
H -8.3114 -3.2740 1.8956
H -10.7073 -1.7882 0.7310
H -9.4314 -1.1741 1.7971
```

## Properties
HOMO energy ... -9.589 eV
LUMO energy ... -0.701 eV
Maximum force ... 1.9 eV Å⁻¹
HOMO-LUMO gap ... 8.9 eV
SMILES ... CC(C)C[C@@H](C)COc1ccc2c(c1)C(=O)C=CC2=O.O=C1CCCO1.O=C1CCCO1.O=C1CCCO1.O=C1CCCO1.O=C1CCCO1

---

Entry 2:
The following is a quantum chemistry calculation of a molecular structure, C37H51BN10O2PW at a distorted geometry, from the OMol25 dataset.

The geometry in XYZ format:
```
103
C37H51BN10O2PW | the OMol25 dataset | ωB97M-V/def2-TZVPD
W 0.0772 -0.2131 -0.6378
C -1.0118 -3.7189 0.4866
C -0.5177 -2.7228 1.4773
C -0.3125 -2.9736 2.8288
C 0.1129 -1.7790 3.3867
C 0.5136 -1.5323 4.7889
N 0.1516 -0.8631 2.3998
N -0.2151 -1.4321 1.2119
B 0.5151 0.6291 2.4978
N -0.5957 1.4542 1.8304
N -1.2342 1.0089 0.7035
C -2.3128 1.8054 0.5306
C -3.3270 1.6696 -0.5455
C -2.3430 2.7640 1.5353
C -1.2466 2.5158 2.3439
C -0.8230 3.2670 3.5454
N 1.8425 0.7952 1.7370
N 2.0205 0.1920 0.5122
C 3.3621 0.1247 0.3273
C 4.0679 -0.5728 -0.7790
C 4.0189 0.7129 1.4038
C 3.0311 1.1125 2.2866
C 3.2070 1.7541 3.6085
H -0.6517 -4.7120 0.7458
H -2.0997 -3.7555 0.5288
H -0.7138 -3.4886 -0.5354
H -0.4546 -3.9003 3.3452
H 0.3467 -2.4347 5.3694
H 1.5704 -1.2756 4.8390
H -0.0537 -0.7239 5.2430
H 0.6381 0.9452 3.6206
H -3.1264 0.8306 -1.2057
H -4.3078 1.5358 -0.0908
H -3.3759 2.5873 -1.1284
H -3.0731 3.5363 1.6582
H -1.4258 4.1652 3.6410
H -0.9570 2.6716 4.4464
H 0.2250 3.5482 3.4794
H 3.3827 -0.9374 -1.5350
H 4.7990 0.0937 -1.2322
H 4.6306 -1.4089 -0.3642
H 5.0756 0.8117 1.5352
H 4.2527 2.0138 3.7479
H 2.6071 2.6554 3.6978
H 2.9116 1.0803 4.4106
C 1.4651 3.9727 -0.1096
C 0.5581 3.3486 -1.1132
C -0.1153 4.1271 -2.0541
C -0.9930 3.5332 -2.9447
C -1.2128 2.1606 -2.8635
C -0.5325 1.4190 -1.9029
N 0.3568 2.0215 -1.0796
C -0.8647 -1.2752 -2.2605
C -1.2287 -1.8725 -3.4266
C -2.5216 -2.4896 -3.4467
C -3.3413 -2.3672 -2.3626
C -2.9204 -1.7253 -1.1751
N -1.6164 -1.2389 -1.1556
C -3.7456 -1.5188 -0.0232
C -5.1364 -1.7676 -0.0461
C -5.8826 -1.4991 1.0770
C -5.2665 -1.0139 2.2203
C -3.8881 -0.7906 2.1851
C -3.2064 -0.2430 3.3959
N -3.1879 -1.0247 1.0955
H 2.1359 4.6893 -0.5797
H 2.0505 3.2262 0.4226
H 0.8641 4.5327 0.6070
H 0.0585 5.1908 -2.0773
H -1.5027 4.1224 -3.6913
H -1.9062 1.6732 -3.5339
H -0.5993 -1.9025 -4.3017
H -2.8283 -3.0182 -4.3357
H -4.3346 -2.7784 -2.4074
H -5.6073 -2.1278 -0.9453
H -6.9519 -1.6591 1.0669
H -5.8216 -0.7986 3.1192
H -3.4490 -0.8552 4.2611
H -3.5733 0.7621 3.5982
H -2.1321 -0.2172 3.2581
C 2.6181 -3.2677 0.7888
C 2.0485 -3.0393 -0.5778
N 2.3772 -3.9140 -1.5204
O 1.2795 -2.0786 -0.8493
H 3.6555 -3.5860 0.7357
H 2.0622 -4.0590 1.2896
H 2.5505 -2.3658 1.3916
H 2.9769 -4.7006 -1.3286
H 1.9944 -3.8267 -2.4518
C 1.1520 1.0782 -4.9387
P 2.3371 0.5580 -3.6622
C 3.3747 -0.7330 -4.4193
C 3.3787 2.0010 -3.2688
O 1.6300 0.0304 -2.4098
H 1.6817 1.2258 -5.8760
H 0.6758 2.0143 -4.6600
H 0.3845 0.3205 -5.0794
H 3.7607 -0.3738 -5.3697
H 2.7740 -1.6204 -4.6054
H 4.2147 -0.9906 -3.7806
H 4.0926 2.1673 -4.0712
H 3.9185 1.8393 -2.3396
H 2.7586 2.8891 -3.1648
```

## Properties
Total charge ... +3
HOMO energy ... -16.153 eV
LUMO energy ... -9.198 eV
Maximum force ... 3.5 eV Å⁻¹
HOMO-LUMO gap ... 7.0 eV

---

Entry 3:
The following is a quantum chemistry calculation of a molecular structure, C37H51FeN13O4, from the OMol25 dataset.

The geometry in XYZ format:
```
106
C37H51FeN13O4 | the OMol25 dataset | ωB97M-V/def2-TZVPD
Fe -0.4208 0.5774 -0.1782
C -1.7404 -5.3134 -2.9399
C -1.4542 -4.3733 -1.7987
C -0.3590 -4.5497 -0.9584
C -0.1085 -3.6645 0.0717
C -0.9393 -2.5665 0.3160
N -0.6891 -1.5863 1.2681
C -0.2398 -1.8849 2.4922
C -0.1323 -3.2295 2.9686
C 0.4287 -3.5429 4.1751
C 0.9235 -2.5299 5.0085
C 1.5768 -2.8553 6.3219
C 0.7018 -1.2100 4.6323
C 0.0661 -0.8597 3.4505
N -0.3508 0.4962 3.3190
C -0.4989 1.3681 4.3694
C -1.1325 2.4754 3.9010
C -1.3533 2.2143 2.5307
N -0.8834 1.0332 2.1847
C -2.0663 -2.4181 -0.5078
C -2.2965 -3.2978 -1.5493
N -3.0644 -1.4452 -0.2229
C -4.3967 -1.6242 -0.4206
C -5.0334 -0.5043 0.0306
C -3.9973 0.3225 0.4987
N -2.8080 -0.2426 0.3513
H -0.9437 -6.0465 -3.0594
H -1.8562 -4.7646 -3.8772
H -2.6730 -5.8543 -2.7665
H 0.3096 -5.3895 -1.1135
H 0.7772 -3.7897 0.6813
H -0.5379 -4.0146 2.3483
H 0.4923 -4.5781 4.4920
H 2.0565 -3.8323 6.2868
H 0.8281 -2.8838 7.1179
H 2.3203 -2.1064 6.5948
H 1.0124 -0.4335 5.3194
H -0.1752 1.1414 5.3698
H -1.4082 3.3529 4.4636
H -1.8252 2.8282 1.7787
H -3.1550 -3.1362 -2.1926
H -4.7894 -2.5338 -0.8461
H -6.0945 -0.3120 0.0391
H -4.0683 1.3028 0.9497
C 4.3894 1.0106 3.2567
C 3.6258 1.1909 1.9865
C 4.0294 1.5233 0.7172
C 2.8596 1.5033 -0.0802
N 1.8086 1.1834 0.6634
N 2.2950 0.9957 1.9071
C 2.7566 1.7945 -1.5419
H 5.3955 1.4069 3.1446
H 4.4662 -0.0472 3.5191
H 3.9068 1.5292 4.0880
H 5.0330 1.7637 0.3959
H 1.6686 0.7520 2.6537
H 3.0988 2.8105 -1.7502
H 1.7357 1.6893 -1.8943
H 3.3935 1.1093 -2.1075
O -0.2509 1.4477 -2.4932
N -1.2895 0.8789 -2.9083
O -1.7390 1.0709 -4.0276
O -1.8506 0.0903 -2.0863
C 2.1470 -3.1640 -3.5463
N 1.7366 -1.8696 -3.0126
C 0.6621 -1.2015 -3.7441
C 1.8823 -1.5447 -1.6974
O 1.0389 -0.8663 -1.0909
N 3.0162 -1.9833 -1.0704
C 4.2814 -2.1768 -1.7673
C 3.1194 -1.8735 0.3764
H 1.2692 -3.6837 -3.9354
H 2.5845 -3.7800 -2.7651
H 2.8676 -3.0525 -4.3589
H 0.7879 -1.4141 -4.8043
H 0.7262 -0.1277 -3.5941
H -0.3238 -1.5407 -3.4161
H 4.1913 -1.8809 -2.8090
H 4.6186 -3.2160 -1.7175
H 5.0448 -1.5512 -1.2979
H 2.1491 -1.6177 0.7894
H 3.8328 -1.0947 0.6564
H 3.4603 -2.8253 0.7953
C -4.2842 4.3868 -2.0935
C -3.9271 2.9303 -2.2991
N -2.9351 2.5760 -1.2986
C -1.8655 3.3657 -1.0070
N -0.9139 2.8786 -0.2444
C 0.1640 3.7964 0.1362
C 0.4848 4.7569 -0.9945
C -0.7672 5.5443 -1.3015
N -1.9046 4.6464 -1.4686
C -3.0199 5.2069 -2.2373
H -4.7089 4.5181 -1.0958
H -5.0176 4.7151 -2.8296
H -3.5479 2.7697 -3.3133
H -4.7926 2.2853 -2.1583
H -2.8183 1.6045 -1.0706
H 1.0308 3.2052 0.4032
H -0.1341 4.3682 1.0285
H 0.7799 4.1736 -1.8716
H 1.2953 5.4359 -0.7254
H -0.6501 6.1163 -2.2242
H -0.9768 6.2536 -0.4948
H -2.7349 5.2628 -3.2927
H -3.1834 6.2252 -1.8809
```

## Properties
Total charge ... +1
HOMO energy (alpha / beta) ... -10.088 / -10.276 eV
Spin multiplicity ... 6
LUMO energy (alpha / beta) ... -1.944 / -4.281 eV
Maximum force ... 0.6 eV Å⁻¹
HOMO-LUMO gap (alpha / beta) ... 8.1 / 6.0 eV

---

Entry 4:
The following is a quantum chemistry calculation of 9 unconnected molecules or ions with the total composition C37H51N3O18 at a distorted geometry, from the OMol25 dataset.

The geometry in XYZ format:
```
109
C37H51N3O18 | the OMol25 dataset | ωB97M-V/def2-TZVPD
C -0.9102 -2.9536 3.9603
C -2.0212 -3.8357 3.4012
C -3.3865 -3.1577 3.3196
O -3.8465 -3.4812 2.0254
C -2.8494 -3.9994 1.2715
O -2.9800 -4.1879 0.0945
O -1.7614 -4.0872 2.0710
H -0.8224 -1.9315 3.5918
H 0.0603 -3.4496 3.9458
H -1.2089 -2.9648 5.0085
H -2.1533 -4.8286 3.8311
H -3.3459 -2.0687 3.3421
H -4.1331 -3.6287 3.9591
C 3.1140 1.5026 -3.2824
C 2.4677 0.2953 -2.5752
C 3.2276 -0.9795 -2.8122
O 3.8469 -1.3102 -1.6015
C 3.4204 -0.4658 -0.6554
O 3.7848 -0.5205 0.5228
O 2.6099 0.4364 -1.1515
H 4.1989 1.3992 -3.2611
H 2.9744 2.4546 -2.7703
H 2.8410 1.5439 -4.3369
H 1.4176 0.2555 -2.8647
H 3.9883 -0.9469 -3.5921
H 2.4921 -1.7417 -3.0694
C -3.1352 3.8761 -1.0179
C -3.7506 5.0160 -0.1119
C -3.6420 4.6565 1.3800
O -2.9920 5.7682 1.9741
C -2.5942 6.6207 1.0413
O -2.0197 7.7210 1.2261
O -2.9785 6.1892 -0.1699
H -2.7897 4.2075 -1.9971
H -3.8031 3.0217 -1.1280
H -2.2407 3.5021 -0.5197
H -4.7455 5.2667 -0.4799
H -3.1607 3.6890 1.5223
H -4.6646 4.5074 1.7267
C 0.0894 3.9025 2.1666
C 1.3215 4.4490 1.5194
C 2.0023 3.3203 0.7531
O 2.3353 3.9442 -0.4351
C 1.8328 5.1148 -0.5365
O 1.9220 5.9256 -1.4661
O 1.1476 5.4453 0.5808
H -0.6719 3.5360 1.4779
H -0.3642 4.6885 2.7705
H 0.3761 3.1553 2.9066
H 2.0193 4.7264 2.3095
H 1.2965 2.5260 0.5099
H 2.9041 3.0421 1.2985
C 2.9329 -1.9986 3.2845
C 2.7802 -0.8906 4.2935
C 3.4068 0.5360 4.0221
O 2.3411 1.4466 4.1576
C 1.2605 0.7999 4.5158
O 0.2163 1.3023 5.0158
O 1.4461 -0.5175 4.4461
H 3.9878 -2.2353 3.1458
H 2.5339 -1.6288 2.3400
H 2.4487 -2.9277 3.5853
H 3.1231 -1.1765 5.2879
H 3.8534 0.5725 3.0285
H 4.1612 0.5899 4.8070
C -0.3087 -1.6658 -0.5695
C -0.5093 -1.1535 0.7931
C 0.3273 0.0706 1.3390
O -0.6934 1.0156 1.7186
C -1.8863 0.6305 1.3437
O -2.9335 1.2604 1.3759
O -1.7887 -0.6246 0.8614
H -0.9982 -2.4603 -0.8548
H 0.6593 -2.1392 -0.7344
H -0.3156 -0.7995 -1.2310
H -0.3334 -1.9355 1.5317
H 1.0410 0.4905 0.6302
H 1.0976 -0.2158 2.0550
C 1.0910 -4.8073 -0.0871
C 1.4352 -4.8573 1.2655
C 2.8532 -4.7360 1.2781
N 3.2728 -4.4941 -0.0067
C 2.1909 -4.5033 -0.8264
H 0.0980 -4.8083 -0.5119
H 0.7841 -4.9776 2.1188
H 3.6349 -4.6479 2.0180
H 4.2459 -4.4024 -0.2610
H 2.3429 -4.1826 -1.8464
C -2.1776 -3.5695 -3.3989
C -2.5509 -4.6805 -4.1349
C -2.1670 -4.4514 -5.4226
N -1.5084 -3.3034 -5.4922
C -1.4582 -2.7930 -4.2324
H -2.3720 -3.3518 -2.3590
H -3.1200 -5.5378 -3.8067
H -2.3156 -5.0881 -6.2822
H -1.3570 -2.8396 -6.3765
H -0.9244 -1.9301 -3.8624
C -1.6171 2.3378 -5.0491
C -0.6802 3.0953 -4.3539
C -0.2886 2.6436 -3.0917
N -0.8175 1.5182 -2.5045
C -1.8516 0.9324 -3.1761
C -2.2184 1.2448 -4.4568
H -1.9787 2.6265 -6.0249
H -0.2480 3.9664 -4.8237
H 0.5270 3.1506 -2.5977
H -2.4053 0.2301 -2.5707
H -2.9890 0.7043 -4.9864
```

## Properties
HOMO energy ... -8.347 eV
LUMO energy ... 0.197 eV
Maximum force ... 6.0 eV Å⁻¹
HOMO-LUMO gap ... 8.5 eV
SMILES ... C[C@H]1COC(=O)O1.C[C@H]1COC(=O)O1.C[C@H]1COC(=O)O1.C[C@H]1COC(=O)O1.C[C@H]1COC(=O)O1.C[C@H]1COC(=O)O1.c1cc[nH]c1.c1cc[nH]c1.c1ccncc1